[1]
{
  "formula": "C27H75N9O12",
  "method": "ωB97M-V/def2-TZVPD",
  "homo_energy_ev": -6.30,
  "charge": 0,
  "symbols": ["C", "O", "N", "N", "H", "H", "H", "H", "C", "O", "N", "N", "H", "H", "H", "H", "C", "O", "N", "N", "H", "H", "H", "H", "C", "C", "O", "H", "H", "H", "H", "H", "H", "C", "C", "O", "H", "H", "H", "H", "H", "H", "C", "C", "O", "H", "H", "H", "H", "H", "H", "C", "O", "C", "C", "N", "C", "C", "O", "C", "H", "H", "H", "H", "H", "H", "H", "H", "H", "H", "H", "H", "H", "H", "H", "C", "O", "C", "C", "N", "C", "C", "O", "C", "H", "H", "H", "H", "H", "H", "H", "H", "H", "H", "H", "H", "H", "H", "H", "C", "O", "C", "C", "N", "C", "C", "O", "C", "H", "H", "H", "H", "H", "H", "H", "H", "H", "H", "H", "H", "H", "H", "H"],
  "coordinates": [[4.647, 0.211, 0.813], [5.610, 0.002, 0.056], [3.502, -0.288, 0.534], [4.713, 0.650, 2.057], [3.503, -1.097, -0.072], [2.625, -0.029, 0.963], [5.684, 0.814, 2.278], [3.858, 0.823, 2.566], [-0.719, 2.211, -2.691], [0.165, 1.437, -2.940], [-1.989, 2.016, -2.764], [-0.494, 3.450, -2.385], [-2.574, 2.798, -2.505], [-2.200, 1.089, -3.104], [0.458, 3.710, -2.171], [-1.239, 4.130, -2.443], [-1.041, 2.851, 1.040], [-1.376, 3.573, 1.922], [-0.657, 3.166, -0.156], [-1.242, 1.585, 1.157], [-0.481, 4.158, -0.223], [-0.151, 2.562, -0.788], [-1.383, 1.207, 2.083], [-0.803, 0.977, 0.481], [2.955, 2.309, 0.037], [1.805, 2.996, 0.805], [2.317, 3.343, 2.080], [3.718, 3.013, -0.294], [2.538, 1.649, -0.724], [3.531, 1.615, 0.649], [0.911, 2.373, 0.817], [1.493, 3.837, 0.186], [1.696, 3.956, 2.480], [5.091, -0.647, -2.237], [6.552, -0.963, -1.988], [6.802, -2.340, -1.795], [4.830, -0.999, -3.235], [4.954, 0.417, -2.047], [4.405, -1.234, -1.626], [6.943, -0.466, -1.100], [7.332, -0.729, -2.712], [6.720, -2.825, -2.619], [5.190, -0.631, 4.317], [4.833, -1.873, 3.426], [3.834, -2.559, 4.106], [5.305, -0.963, 5.349], [4.475, 0.191, 4.329], [6.120, -0.233, 3.910], [5.694, -2.534, 3.328], [4.504, -1.668, 2.407], [4.093, -3.479, 4.190], [2.557, -0.481, 3.516], [2.080, -0.440, 2.253], [0.640, -0.557, 2.161], [0.290, -0.588, 0.599], [0.164, 0.756, 0.145], [-0.114, 0.910, -1.339], [1.015, 0.196, -2.200], [2.367, 0.628, -1.829], [3.467, -0.192, -2.214], [2.251, 0.281, 4.233], [3.631, -0.334, 3.405], [2.440, -1.495, 3.897], [0.213, 0.309, 2.666], [0.290, -1.410, 2.743], [-0.605, -1.141, 0.313], [1.054, -1.146, 0.057], [1.078, 1.170, 0.260], [-0.157, 1.945, -1.679], [-1.042, 0.442, -1.667], [0.812, 0.280, -3.268], [0.859, -0.878, -2.106], [4.299, 0.210, -1.636], [3.801, 0.012, -3.232], [3.460, -1.280, -2.148], [-3.349, 1.503, -1.022], [-4.553, 0.990, -0.518], [-5.024, 1.485, 0.739], [-4.746, 0.547, 2.012], [-3.267, 0.461, 2.262], [-2.867, -0.554, 3.266], [-3.100, -2.061, 2.917], [-2.512, -2.339, 1.671], [-1.110, -2.534, 1.769], [-2.571, 1.207, -0.318], [-3.318, 2.523, -1.405], [-3.091, 0.916, -1.904], [-6.102, 1.324, 0.736], [-4.902, 2.557, 0.898], [-5.119, -0.473, 1.918], [-5.197, 0.951, 2.918], [-3.011, 0.174, 1.328], [-3.296, -0.484, 4.266], [-1.808, -0.359, 3.434], [-4.142, -2.348, 2.777], [-2.970, -2.815, 3.692], [-0.517, -1.767, 2.266], [-0.749, -2.569, 0.741], [-0.935, -3.492, 2.259], [-8.518, -1.235, -2.521], [-7.362, -2.002, -2.228], [-5.982, -1.388, -2.172], [-4.792, -2.371, -1.781], [-3.619, -1.979, -2.461], [-3.021, -0.687, -2.019], [-1.600, -0.606, -2.615], [-0.814, -1.648, -2.022], [0.462, -1.920, -2.602], [-9.176, -1.237, -1.653], [-9.109, -1.530, -3.389], [-8.391, -0.160, -2.391], [-5.944, -0.381, -1.757], [-5.826, -1.163, -3.227], [-5.147, -3.394, -1.907], [-4.690, -2.215, -0.707], [-2.967, -2.682, -2.142], [-3.058, -0.642, -0.931], [-3.673, 0.153, -2.255], [-1.030, 0.311, -2.468], [-1.730, -0.786, -3.682], [1.192, -2.385, -1.941], [0.890, -1.045, -3.091], [0.254, -2.608, -3.422]],
  "lowdin_charge": [-0.710, 0.017, 0.151, 0.157, 0.143, 0.052, 0.135, 0.099, -0.769, -0.021, 0.163, 0.191, 0.126, 0.117, 0.165, 0.156, -0.810, 0.062, 0.107, 0.116, 0.129, 0.033, 0.093, -0.176, -0.034, -0.287, -0.038, 0.104, 0.033, 0.034, 0.062, 0.109, 0.085, -0.288, -0.263, -0.078, 0.147, 0.122, 0.080, 0.093, 0.110, 0.073, -0.073, -0.278, -0.108, 0.095, 0.059, 0.076, 0.128, 0.106, 0.106, -0.160, -0.207, -0.085, -0.076, -0.036, -0.126, -0.222, -0.110, -0.263, 0.132, -0.015, 0.106, 0.132, 0.087, 0.094, 0.134, 0.095, 0.034, 0.044, 0.134, -0.062, 0.011, 0.145, 0.126, -0.168, -0.166, -0.134, -0.137, -0.064, -0.153, -0.211, -0.172, -0.116, 0.096, 0.105, -0.007, 0.106, 0.128, 0.099, 0.113, 0.065, 0.118, 0.091, 0.109, 0.119, -0.014, 0.088, 0.111, -0.139, -0.210, -0.119, -0.198, -0.032, -0.166, -0.189, -0.096, -0.166, 0.071, 0.083, 0.076, 0.093, 0.107, 0.126, 0.105, 0.107, 0.128, 0.097, 0.020, 0.170, 0.132, 0.067, 0.116]
}

[2]
{
  "formula": "C27H76N6O11",
  "method": "ωB97M-V/def2-TZVPD",
  "smiles": "NC(N)=O.NC(N)=O.NC(N)=O.CC(C)O.CC(C)O.CC(C)O.CC(C)O.CC(C)O.CC(C)O.CC(C)O.CC(C)O",
  "e_above_lowest_kj_mol": 260.8,
  "homo_energy_ev": -9.42,
  "charge": 0,
  "symbols": ["N", "C", "N", "O", "H", "H", "H", "H", "N", "C", "N", "O", "H", "H", "H", "H", "N", "C", "N", "O", "H", "H", "H", "H", "C", "C", "C", "O", "H", "H", "H", "H", "H", "H", "H", "H", "C", "C", "C", "O", "H", "H", "H", "H", "H", "H", "H", "H", "C", "C", "C", "O", "H", "H", "H", "H", "H", "H", "H", "H", "C", "C", "C", "O", "H", "H", "H", "H", "H", "H", "H", "H", "C", "C", "C", "O", "H", "H", "H", "H", "H", "H", "H", "H", "C", "C", "C", "O", "H", "H", "H", "H", "H", "H", "H", "H", "C", "C", "C", "O", "H", "H", "H", "H", "H", "H", "H", "H", "C", "C", "C", "O", "H", "H", "H", "H", "H", "H", "H", "H"],
  "coordinates": [[15.233, 11.964, 12.867], [15.077, 11.363, 11.718], [13.815, 11.542, 11.374], [15.875, 10.750, 11.024], [16.103, 11.853, 13.368], [14.395, 12.319, 13.307], [13.486, 10.992, 10.593], [13.206, 12.093, 11.961], [13.965, 10.689, 7.510], [12.903, 10.440, 8.196], [11.904, 10.761, 7.490], [12.815, 9.877, 9.281], [14.884, 10.583, 7.914], [13.875, 10.932, 6.533], [11.006, 10.570, 7.912], [12.044, 11.501, 6.817], [10.008, 9.738, 10.058], [9.039, 9.906, 9.180], [7.874, 9.554, 9.710], [9.134, 10.316, 8.004], [9.912, 9.242, 10.933], [10.931, 10.090, 9.848], [7.103, 9.624, 9.060], [7.770, 9.302, 10.682], [15.289, 12.512, 16.291], [13.862, 12.681, 16.444], [13.517, 12.144, 17.836], [13.536, 14.076, 16.367], [15.666, 11.504, 16.118], [15.949, 12.875, 17.079], [15.635, 12.992, 15.376], [13.381, 12.135, 15.633], [14.141, 12.689, 18.545], [13.726, 11.086, 17.989], [12.484, 12.409, 18.064], [12.824, 14.102, 15.725], [13.764, 17.023, 14.422], [13.448, 16.207, 13.206], [14.600, 15.249, 12.852], [12.404, 15.316, 13.584], [12.850, 17.375, 14.900], [14.385, 17.870, 14.131], [14.325, 16.406, 15.125], [13.203, 16.770, 12.305], [15.605, 15.669, 12.813], [14.479, 14.740, 11.896], [14.782, 14.426, 13.542], [11.634, 15.824, 13.848], [18.525, 8.436, 11.336], [19.232, 9.776, 11.677], [19.631, 10.666, 10.511], [18.327, 10.595, 12.508], [17.522, 8.667, 10.977], [18.423, 7.814, 12.225], [19.066, 7.921, 10.542], [20.107, 9.470, 12.250], [18.921, 10.550, 9.692], [20.661, 10.420, 10.251], [19.693, 11.698, 10.858], [17.553, 10.807, 11.982], [20.407, 12.928, 13.771], [19.049, 13.232, 14.496], [17.988, 13.936, 13.663], [18.511, 12.036, 15.040], [21.309, 13.163, 14.337], [20.379, 13.602, 12.914], [20.335, 11.917, 13.371], [19.317, 13.828, 15.368], [18.359, 14.911, 13.346], [17.075, 14.013, 14.253], [17.785, 13.371, 12.753], [18.548, 11.376, 14.344], [16.846, 12.459, 8.077], [15.705, 13.411, 8.501], [16.122, 14.211, 9.822], [15.452, 14.443, 7.480], [17.134, 11.741, 8.845], [17.685, 13.059, 7.724], [16.497, 11.789, 7.290], [14.800, 12.840, 8.705], [15.560, 15.134, 9.959], [17.170, 14.505, 9.877], [16.096, 13.522, 10.666], [16.320, 14.759, 7.219], [16.875, 8.910, 8.249], [16.618, 7.465, 7.809], [17.849, 6.942, 7.010], [16.483, 6.663, 8.968], [15.901, 9.223, 8.626], [17.233, 9.478, 7.390], [17.635, 9.025, 9.022], [15.839, 7.537, 7.050], [17.607, 5.957, 6.613], [18.764, 7.051, 7.593], [18.052, 7.622, 6.182], [15.669, 6.799, 9.459], [16.349, 8.791, 15.085], [15.700, 8.070, 16.243], [14.774, 8.965, 16.964], [14.867, 7.076, 15.718], [15.604, 9.350, 14.519], [16.881, 8.004, 14.550], [17.044, 9.496, 15.542], [16.480, 7.769, 16.943], [13.945, 9.377, 16.389], [15.305, 9.711, 17.556], [14.202, 8.484, 17.757], [15.380, 6.341, 15.375], [11.143, 10.516, 13.701], [11.094, 12.029, 13.437], [10.313, 12.997, 14.376], [12.380, 12.511, 13.553], [10.112, 10.178, 13.806], [11.559, 10.256, 14.675], [11.703, 9.964, 12.947], [10.675, 12.183, 12.443], [9.244, 12.786, 14.407], [10.311, 14.017, 13.993], [10.693, 12.866, 15.389], [12.335, 13.470, 13.519]],
  "lowdin_charge": [0.206, -0.720, 0.194, 0.028, 0.091, 0.074, 0.062, 0.070, 0.194, -0.769, 0.198, 0.003, 0.067, 0.133, 0.064, 0.133, 0.180, -0.699, 0.150, -0.005, 0.111, 0.065, 0.116, 0.108, -0.081, -0.498, -0.038, -0.032, 0.066, 0.104, 0.045, 0.119, 0.084, 0.052, 0.076, 0.049, -0.046, -0.433, -0.047, -0.090, 0.084, 0.087, 0.084, 0.141, 0.086, 0.057, 0.052, 0.096, -0.045, -0.406, -0.039, -0.110, 0.052, 0.074, 0.081, 0.128, 0.055, 0.081, 0.075, 0.026, -0.024, -0.459, -0.059, -0.072, 0.073, 0.066, 0.057, 0.128, 0.082, 0.053, 0.065, 0.033, -0.058, -0.394, -0.046, -0.073, 0.052, 0.085, 0.053, 0.105, 0.068, 0.073, 0.043, 0.070, -0.073, -0.468, -0.052, -0.033, 0.058, 0.081, 0.043, 0.131, 0.077, 0.076, 0.070, 0.096, -0.046, -0.528, -0.095, -0.033, 0.082, 0.080, 0.079, 0.143, 0.084, 0.080, 0.085, 0.092, -0.024, -0.462, -0.021, -0.121, 0.076, 0.075, 0.076, 0.132, 0.078, 0.069, 0.086, 0.046]
}

Number 1: total energy -67134.5622 eV, frontier orbital gap 6.404 eV. Number 2: total energy -60695.4611 eV, frontier orbital gap 9.706 eV.